[1]
Below is C10H10ClNO3Y as an isolated structure in a non-equilibrium geometry, with properties calculated with ωB97M-V/def2-TZVPD.

Summary:
- HOMO-LUMO gap: 5.340 eV
- Highest occupied orbital energy: -3.00 eV
- Maximum force: 2.236 eV/Å
- Net charge: -1

Cartesian coordinates (Å):
1 C 0.620 0.607 -3.415
2 C 1.030 -1.738 0.492
3 O -1.451 0.580 3.250
4 H -2.107 2.409 -2.652
5 C 0.997 -2.063 1.869
6 Y -0.081 0.368 1.295
7 H 1.951 -1.707 -0.094
8 C -1.106 1.960 -2.713
9 O -0.820 0.686 5.363
10 C -0.798 0.739 -3.375
11 H 1.173 -0.160 -3.974
12 N -0.537 0.544 4.186
13 Cl 1.800 1.835 0.525
14 H -2.281 -2.051 1.082
15 C -0.364 -2.206 2.279
16 H -0.613 -1.516 -1.042
17 H 2.250 1.986 -2.742
18 C 0.116 2.577 -2.344
19 C -1.184 -1.967 1.128
20 H 1.843 -2.341 2.502
21 C 1.180 1.744 -2.776
22 H -0.692 -2.584 3.235
23 O 0.671 0.328 3.757
24 C -0.316 -1.700 -0.010
25 H 0.228 3.585 -1.923
26 H -1.510 0.086 -3.901

=====

[2]
Below is a single C5H12N molecule in a non-equilibrium geometry, with properties calculated with ωB97M-V/def2-TZVPD.

Summary:
- ⟨S²⟩: 0.751
- HOMO-LUMO gap (spin up / spin down): 4.452 / 10.828 eV
- Highest occupied orbital energy (spin up / spin down): -3.54 / -10.01 eV
- Maximum force: 6.684 eV/Å
- Multiplicity: 2

Cartesian coordinates (Å):
1 H -0.696 -1.168 0.645
2 H 1.226 1.430 2.123
3 H -0.562 1.628 2.128
4 H 0.022 0.213 1.870
5 C 0.274 -1.209 -1.188
6 C -0.905 -0.608 -0.288
7 H 0.394 2.677 0.023
8 H 0.869 -2.575 0.357
9 C -0.963 0.948 -0.312
10 N 0.254 1.210 1.731
11 H 1.704 -3.055 -1.130
12 C 0.342 1.671 0.161
13 H -0.922 1.209 -1.455
14 H -1.717 -1.243 -0.590
15 C 0.957 -2.303 -0.728
16 H -1.768 1.266 0.503
17 H 0.218 -0.990 -2.304
18 H 1.221 1.148 -0.161

=====

[3]
Below is an isolated ion of composition C6H12NO2 and charge +1 in a non-equilibrium geometry, with properties calculated with ωB97M-V/def2-TZVPD.

Summary:
- HOMO-LUMO gap: 10.900 eV
- Highest occupied orbital energy: -15.11 eV
- Maximum force: 5.307 eV/Å
- Net charge: +1
- Structure (SMILES): COC(=O)C(C)=[N+](C)C

Cartesian coordinates (Å):
1 O 2.059 0.225 -0.668
2 O 1.952 0.432 1.633
3 H 0.323 2.099 -0.259
4 H -0.731 2.069 -1.591
5 H -1.454 2.499 0.040
6 H 0.270 -2.232 1.609
7 H 2.879 1.121 -2.222
8 H -2.865 0.031 0.694
9 C -0.066 -0.331 0.332
10 H -1.450 -1.610 1.396
11 C -0.422 -1.689 0.892
12 H 3.654 1.702 -0.607
13 C -0.766 1.786 -0.567
14 H -0.610 -2.276 0.020
15 H -2.845 0.753 -0.984
16 C 3.240 0.760 -1.174
17 C -2.375 0.013 -0.287
18 H 4.153 0.061 -1.204
19 H -2.384 -0.932 -0.757
20 C 1.562 0.232 0.535
21 N -0.991 0.438 -0.171

=====

[4]
Below is C32H42B2N6O16Pb as an isolated structure in a non-equilibrium geometry, with properties calculated with ωB97M-V/def2-TZVPD.

Summary:
- HOMO-LUMO gap: 9.281 eV
- Highest occupied orbital energy: -9.53 eV
- Maximum force: 5.041 eV/Å

Cartesian coordinates (Å):
1 H -29.782 0.342 -3.167
2 H -28.900 0.328 -0.914
3 O -26.415 8.998 -8.053
4 C -28.189 0.101 -1.708
5 O -26.689 -3.064 0.537
6 H -28.665 -0.259 -5.187
7 O -25.933 7.558 -6.353
8 C -21.990 1.722 -10.063
9 C -20.358 3.372 -4.546
10 H -20.029 -2.969 -2.735
11 C -22.977 -3.498 -7.759
12 B -25.503 -3.101 -0.354
13 C -28.063 -0.263 -4.279
14 C -25.550 -2.490 -2.569
15 H -22.794 -1.739 -9.077
16 H -17.880 2.346 -3.628
17 O -24.295 5.803 -5.825
18 H -23.012 -5.020 -3.606
19 C -23.917 -2.931 -6.672
20 H -27.975 -0.967 -1.675
21 O -24.979 -1.792 -0.456
22 C -28.707 0.499 -3.081
23 H -20.939 1.883 -9.820
24 H -18.300 4.784 -2.944
25 H -21.570 -1.751 -7.773
26 O -25.616 -2.459 -3.754
27 H -23.861 2.841 -9.991
28 C -21.387 -1.466 -2.213
29 H -21.546 -4.236 -4.235
30 H -21.039 5.685 -1.547
31 O -24.764 -5.454 2.203
32 C -21.952 5.533 0.538
33 C -25.207 -4.533 1.461
34 O -24.795 5.783 -2.362
35 N -22.610 2.877 -1.726
36 C -22.378 -4.136 -3.538
37 O -23.698 8.129 -6.041
38 C -20.827 -2.822 -2.007
39 C -22.800 2.981 -9.784
40 H -19.967 5.473 -4.691
41 N -22.851 -1.003 -5.157
42 C -24.661 6.122 -3.569
43 H -19.205 4.488 -5.861
44 C -25.029 -1.348 -1.687
45 H -22.343 0.889 -9.456
46 O -24.737 -0.245 -2.102
47 C -26.679 0.127 -4.576
48 O -23.455 9.604 -7.709
49 C -24.311 5.127 -4.729
50 H -22.613 -3.978 -1.395
51 H -21.175 4.900 0.968
52 H -22.439 3.704 -10.515
53 H -21.398 -2.805 -9.120
54 H -17.462 5.372 -4.353
55 H -22.258 6.239 1.310
56 H -20.482 6.819 -0.479
57 C -21.409 6.306 -0.731
58 H -22.107 7.026 -1.158
59 N -25.564 0.415 -4.875
60 C -19.446 4.522 -4.799
61 H -22.935 -3.237 -3.802
62 C -24.148 8.831 -7.101
63 H -23.595 4.126 1.050
64 C -26.578 -3.873 1.559
65 H -20.328 -2.916 -1.042
66 H -23.567 -4.061 -8.483
67 C -23.341 -1.852 -5.789
68 H -22.109 1.479 -11.119
69 H -21.278 -4.857 -1.769
70 H -27.230 0.594 -1.553
71 N -23.279 1.730 -6.433
72 H -23.997 5.255 -0.103
73 C -22.984 2.464 -7.310
74 O -24.589 -4.053 0.379
75 Pb -23.359 1.327 -3.660
76 O -27.455 -4.083 2.415
77 C -21.822 -3.991 -2.144
78 H -24.839 -2.490 -7.049
79 C -17.374 3.169 -4.133
80 H -22.237 -4.075 -7.204
81 H -23.069 4.310 -8.031
82 H -17.345 2.976 -5.205
83 C -22.842 3.665 -0.884
84 H -28.071 -1.298 -3.937
85 N -21.109 2.542 -4.312
86 H -24.134 -3.746 -5.981
87 C -18.096 4.563 -3.992
88 H -28.635 1.583 -3.164
89 C -25.627 8.481 -7.276
90 O -24.995 7.295 -4.135
91 N -21.835 -0.437 -2.405
92 H -16.322 3.199 -3.850
93 O -24.030 3.932 -4.544
94 H -21.491 3.579 -8.190
95 C -22.556 3.398 -8.337
96 C -23.151 4.636 0.196
97 C -22.148 -2.366 -8.462
98 B -24.755 7.197 -5.563
99 O -25.851 -3.491 -1.725

=====

[5]
Below is a single C2H5NO2 molecule, with properties calculated with ωB97M-V/def2-TZVPD.

Summary:
- HOMO-LUMO gap: 10.509 eV
- Highest occupied orbital energy: -9.79 eV
- Maximum force: 0.422 eV/Å
- Structure (SMILES): NC(=O)CO

Cartesian coordinates (Å):
1 C 0.369 -0.691 -0.119
2 O 0.414 -1.902 -0.236
3 H 1.628 0.972 -0.054
4 H -1.694 -0.608 0.251
5 O -1.045 1.367 0.070
6 H -1.161 1.400 1.027
7 H -1.262 -0.054 -1.358
8 N 1.455 0.039 0.289
9 H 2.273 -0.536 0.434
10 C -0.978 0.012 -0.304

=====

[6]
Below is a 2-piece molecular cluster, C17H41BF2N7O14PS3 overall in a non-equilibrium geometry, with properties calculated with ωB97M-V/def2-TZVPD.

Summary:
- HOMO-LUMO gap: 6.935 eV
- Highest occupied orbital energy: -9.08 eV
- Maximum force: 10.927 eV/Å

Cartesian coordinates (Å):
1 H 6.611 -2.514 0.448
2 H -7.136 2.833 2.722
3 H 4.745 1.616 1.668
4 P 0.527 2.625 -0.591
5 N -8.855 -0.003 1.576
6 O 4.865 -1.510 2.358
7 H -0.075 -2.853 -3.865
8 S 7.983 3.693 -0.653
9 H 3.461 -2.301 0.300
10 O 1.090 1.923 -2.076
11 N -0.074 -3.709 -1.828
12 H -9.086 0.753 2.263
13 H -1.288 -4.675 -3.450
14 O -0.675 3.616 -1.010
15 H 0.512 -0.591 -3.255
16 H 0.327 0.045 2.098
17 H -8.167 2.522 0.785
18 H -0.193 -5.866 -2.481
19 O 8.548 3.508 -1.986
20 H -3.595 -4.060 -0.403
21 C -6.593 2.017 2.043
22 H -7.782 -1.391 -0.395
23 H -1.751 1.239 -0.964
24 O 1.797 3.692 -0.007
25 H -0.567 -5.933 -0.028
26 H -5.108 3.620 1.132
27 H -4.286 0.459 1.546
28 O 6.070 -1.772 0.009
29 O -2.729 -3.940 -0.904
30 H 2.242 4.151 -0.781
31 C 3.355 0.707 0.080
32 H -4.530 1.281 -0.182
33 H -4.559 2.754 2.764
34 H -0.969 -0.436 -2.120
35 H 2.811 0.092 2.203
36 O 6.865 2.822 -0.307
37 H 1.891 2.450 -2.424
38 H -6.560 1.034 2.719
39 O 5.569 5.658 -0.874
40 S 6.964 6.077 -0.810
41 O 0.948 -2.606 2.271
42 C -2.232 -5.220 -1.449
43 O 7.148 7.501 -0.532
44 H 3.261 1.633 -0.668
45 C -5.076 2.593 1.702
46 C 0.007 -1.084 -2.288
47 H -2.139 -0.562 1.676
48 S 5.661 -0.715 1.295
49 O 7.030 -0.335 1.982
50 N -0.137 1.514 0.609
51 F 7.419 6.002 -2.337
52 H 2.300 1.837 1.747
53 F 9.140 3.039 0.242
54 C 2.307 0.721 1.320
55 H -1.799 -7.327 -0.510
56 C -1.716 -6.194 -0.193
57 H 0.909 -3.968 -2.075
58 B 1.400 -2.208 0.911
59 H -1.632 -2.571 -2.841
60 H -0.273 2.072 1.506
61 H 5.545 1.410 -0.056
62 C -1.504 1.041 0.178
63 C 4.875 0.896 0.755
64 H -2.885 -0.841 -0.033
65 N -7.376 1.832 0.756
66 O 1.010 -1.000 -1.237
67 H -3.078 -5.767 -2.090
68 N -7.396 -0.427 -0.507
69 H -2.586 3.107 0.690
70 C -1.879 -0.503 0.514
71 H 3.419 -0.288 -0.536
72 N 2.606 -2.899 0.302
73 H 2.410 -3.321 -0.632
74 H -2.341 2.000 2.194
75 C -7.920 0.413 0.660
76 N 7.987 5.148 -0.061
77 C -4.143 1.458 0.909
78 C 0.493 -1.027 0.126
79 O -0.885 -1.523 0.234
80 C -2.596 1.982 1.028
81 C -0.441 -2.584 -2.762
82 H -6.348 -0.465 -0.413
83 H 1.351 -1.891 2.872
84 C -0.894 -4.909 -2.348
85 C 0.754 0.341 1.017
86 H -2.360 -5.940 0.751

=====

[7]
Below is C4H3LiOSm as an isolated structure in a non-equilibrium geometry, with properties calculated with ωB97M-V/def2-TZVPD.

Summary:
- ⟨S²⟩: 12.008
- HOMO-LUMO gap (spin up / spin down): 7.220 / 7.403 eV
- Highest occupied orbital energy (spin up / spin down): -16.34 / -16.36 eV
- Maximum force: 7.268 eV/Å
- Multiplicity: 7
- Net charge: +2

Cartesian coordinates (Å):
1 C 0.838 1.183 -0.240
2 C 0.230 0.084 -0.865
3 H 0.834 -2.206 0.858
4 Li 0.015 0.504 2.361
5 Sm -3.022 0.396 -0.516
6 O 0.916 1.556 0.895
7 C -1.004 -0.929 0.410
8 H 0.355 -0.465 -1.799
9 H 0.698 1.348 -1.572
10 C 0.139 -1.471 0.469

=====

[8]
Below is a single C5H8N2S molecule in a non-equilibrium geometry, with properties calculated with ωB97M-V/def2-TZVPD.

Summary:
- HOMO-LUMO gap: 9.664 eV
- Highest occupied orbital energy: -8.73 eV
- Maximum force: 5.536 eV/Å
- Structure (SMILES): [H]/N=C1/N[C@@H]2C[C@H]2CS1

Cartesian coordinates (Å):
1 N 0.250 -1.421 -0.268
2 H -0.654 -0.488 1.491
3 H 0.552 -2.519 -0.185
4 C -0.978 -0.873 0.515
5 C -1.518 0.270 -0.492
6 H -1.279 1.597 1.166
7 N 2.507 -0.914 0.078
8 H -1.234 2.515 -0.410
9 H -1.180 0.003 -1.555
10 H -2.627 -1.539 -0.753
11 C -2.326 -0.898 0.052
12 H 3.462 -0.365 0.068
13 S 0.803 1.314 0.002
14 C -0.905 1.547 0.062
15 H -3.033 -0.899 0.954
16 C 1.366 -0.542 -0.050

=====

[9]
Below is a 3-piece molecular cluster, C4H6O2 overall in a non-equilibrium geometry, with properties calculated with ωB97M-V/def2-TZVPD.

Summary:
- HOMO-LUMO gap (spin up / spin down): 9.877 / 7.718 eV
- Highest occupied orbital energy (spin up / spin down): -9.62 / -8.11 eV
- Maximum force: 1.166 eV/Å

Cartesian coordinates (Å):
1 C 0.501 0.182 -0.268
2 C -1.120 -1.075 0.949
3 H -1.744 -1.182 2.812
4 H -1.095 0.663 -1.594
5 C 1.726 -0.257 -0.179
6 H 2.480 0.067 -0.902
7 H 0.395 1.600 -1.828
8 O -0.581 -0.325 1.691
9 O -1.689 -1.804 0.259
10 H 2.059 -0.952 0.584
11 H -0.668 1.942 -0.451
12 C -0.263 1.141 -1.074

=====

[10]
Below is a 3-piece molecular cluster, C17H36N2O3P overall in a non-equilibrium geometry, with properties calculated with ωB97M-V/def2-TZVPD.

Summary:
- HOMO-LUMO gap: 8.627 eV
- Highest occupied orbital energy: -12.06 eV
- Maximum force: 1.863 eV/Å
- Net charge: +1

Cartesian coordinates (Å):
1 C -1.036 -2.893 1.901
2 N -3.355 3.147 -4.783
3 N -1.403 3.940 -5.237
4 C -1.698 -1.825 -0.966
5 C 3.590 -0.911 7.454
6 H -2.418 -1.390 -1.665
7 H 3.144 -0.404 8.312
8 H -0.804 -0.792 2.253
9 H 0.725 0.562 4.903
10 H -4.324 3.098 -4.512
11 H 0.360 0.113 -1.259
12 H 2.908 -1.701 7.133
13 H 1.144 -0.728 6.001
14 H 2.766 -0.769 2.028
15 C -1.715 -1.005 0.325
16 C -2.551 2.078 -5.184
17 H 1.175 -1.561 3.734
18 C -2.619 4.246 -4.826
19 H 1.161 -0.681 -2.613
20 H 1.685 0.547 2.495
21 H -2.045 -2.960 2.311
22 H -0.154 1.599 -7.019
23 O -2.665 -0.203 -6.649
24 H 2.202 1.373 6.670
25 C 2.012 -0.932 4.049
26 H 3.349 0.503 3.096
27 C 1.556 -0.074 5.228
28 H 2.945 1.572 5.103
29 H -0.496 -0.085 -2.799
30 H -5.084 1.120 -5.835
31 H 0.286 -1.425 1.041
32 H -0.434 -2.562 -2.527
33 H -2.056 -2.838 -0.761
34 O -4.730 0.431 -5.256
35 O -2.602 -0.358 -4.120
36 H -0.646 4.594 -5.363
37 C -0.160 1.841 -5.968
38 H 4.602 0.816 6.689
39 C -0.336 -1.914 -1.653
40 H 4.509 -1.392 7.791
41 H -2.731 -1.020 0.731
42 H -2.976 5.226 -4.573
43 C 2.481 -0.111 2.851
44 H 0.392 -2.396 -0.995
45 H 0.898 1.569 -4.138
46 H -0.942 -3.630 1.103
47 H -1.501 0.044 0.096
48 C 0.853 1.462 -5.210
49 H 2.807 -1.614 4.359
50 P -3.139 0.371 -5.256
51 H 1.688 0.972 -5.679
52 C -0.744 -1.480 1.405
53 C 3.881 0.077 6.328
54 H 4.368 -0.444 5.499
55 H -0.337 -3.176 2.690
56 C -1.327 2.569 -5.476
57 C 2.640 0.818 5.835
58 H -3.298 -0.853 -6.986
59 C 0.200 -0.560 -2.105

=====

[11]
Below is a 2-piece molecular cluster, C4H9NS overall in a non-equilibrium geometry, with properties calculated with ωB97M-V/def2-TZVPD.

Summary:
- HOMO-LUMO gap: 8.473 eV
- Highest occupied orbital energy: -7.78 eV
- Maximum force: 3.992 eV/Å

Cartesian coordinates (Å):
1 C -1.582 0.340 0.559
2 C -0.123 0.009 0.335
3 H 0.448 1.217 -1.834
4 N 0.819 0.552 1.144
5 H -1.691 0.997 1.425
6 H 0.156 -0.249 -2.721
7 H 1.813 0.121 -1.624
8 S 2.290 -0.463 1.449
9 H -2.391 0.737 -0.145
10 C -1.122 -1.048 0.734
11 H 1.020 1.470 0.929
12 C 0.765 0.171 -1.906
13 H -1.542 -1.633 -0.034
14 H -1.276 -1.557 1.624
15 H 2.416 -0.664 0.064

=====

[12]
Below is a 6-piece molecular cluster, H12O6 overall in a non-equilibrium geometry, with properties calculated with ωB97M-V/def2-TZVPD.

Summary:
- HOMO-LUMO gap: 11.769 eV
- Highest occupied orbital energy: -11.10 eV
- Maximum force: 4.690 eV/Å
- Structure (SMILES): O.O.O.O.O.O

Cartesian coordinates (Å):
1 H 0.538 2.086 0.156
2 H 1.592 -1.417 0.227
3 H 1.481 2.554 -1.049
4 H 2.522 0.593 -0.015
5 H 1.487 -2.665 -0.862
6 H -1.633 2.811 0.817
7 O -1.674 -2.122 -0.057
8 O -2.589 0.250 -0.083
9 O 2.828 -0.336 0.023
10 H 3.426 -0.237 0.794
11 H -1.708 -2.379 0.980
12 H -2.020 -0.571 0.178
13 H -1.770 1.506 0.038
14 H -0.714 -2.037 -0.086
15 O 1.529 2.107 -0.139
16 O 1.012 -2.231 -0.076
17 H -3.085 -0.256 -0.871
18 O -1.223 2.344 0.026

=====

Q: Among the records above, which one has the lowest maximum force?
A: C2H5NO2

=====

Q: Which of these has the highest maximum force?
A: C17H41BF2N7O14PS3

=====

Q: The highest maximum force belongs to which entry?
A: C17H41BF2N7O14PS3